# 1
ORCA calculation (wB97M-V/def2-TZVPD) on the molecule C5H12N2.

Calculated values
Lowest unoccupied orbital energy: 0.95 eV
HOMO energy: -8.1 eV
SMILES: C=C(CCN)NC

Element x y z (Å)
C 0.613 -1.778 -1.017
C 0.481 -0.701 -0.227
C -0.820 -0.554 0.593
C -1.563 0.749 0.334
N -1.948 0.979 -1.088
N 1.548 0.157 -0.012
C 1.698 0.883 1.241
H -0.221 -2.427 -1.239
H 1.588 -2.158 -1.293
H -1.406 -1.392 0.212
H -0.621 -0.792 1.638
H -1.116 1.662 0.698
H -2.535 0.655 0.834
H -1.910 0.073 -1.551
H -1.145 1.454 -1.504
H 2.437 -0.237 -0.273
H 1.033 1.753 1.277
H 1.582 0.286 2.152
H 2.696 1.324 1.193

***

# 2
ORCA calculation (wB97M-V/def2-TZVPD) on a cluster of 2 separate species, C5H12N2 in total.

Calculated values
Lowest unoccupied orbital energy: 0.63 eV
HOMO energy: -10.3 eV
SMILES: CC(C)C.N#CN

Element x y z (Å)
C 0.449 0.608 -0.974
C -0.708 -0.255 -0.177
C -2.073 0.154 -0.697
C -0.427 -1.730 -0.334
H 0.164 1.655 -0.906
H 1.523 0.453 -0.910
H 0.318 0.309 -2.014
H -0.624 0.023 0.881
H -2.245 1.221 -0.558
H -2.854 -0.381 -0.155
H -2.168 -0.079 -1.759
H 0.612 -1.928 -0.053
H -1.050 -2.315 0.340
H -0.608 -2.055 -1.357
N 2.308 -0.943 1.324
C 2.004 0.171 1.412
N 1.676 1.358 1.935
H 1.508 2.085 1.256
H 2.195 1.649 2.747

***

# 3
ORCA calculation (wB97M-V/def2-TZVPD) on the molecule C5H12N2.

Calculated values
Lowest unoccupied orbital energy: 0.97 eV
HOMO energy: -7.5 eV
SMILES: C=CN(C)[C@@H](C)N

Element x y z (Å)
C 0.261 -2.108 1.601
C 0.456 -0.897 1.050
N 0.015 -0.431 -0.156
C -0.706 -1.374 -0.983
C -0.274 1.299 -0.577
C -0.034 2.099 0.674
N 0.721 1.443 -1.542
H 0.700 -2.345 2.555
H -0.306 -2.891 1.126
H 1.088 -0.192 1.581
H -0.108 -2.273 -1.171
H -0.930 -0.920 -1.951
H -1.651 -1.691 -0.521
H -1.280 1.413 -0.992
H -0.726 1.799 1.458
H 0.984 1.960 1.032
H -0.183 3.159 0.457
H 1.517 0.875 -1.192
H 0.456 1.077 -2.447

***

# 4
ORCA calculation (wB97M-V/def2-TZVPD) on the ion C5H12N2 with charge +2.

Calculated values
Lowest unoccupied orbital energy: -8.31 eV
HOMO energy: -18.6 eV
SMILES: C=[NH+]/C=C/CC[NH3+]
Net charge: +2

Element x y z (Å)
C 0.242 2.056 2.942
N -0.354 1.164 2.238
C 0.239 0.864 0.924
C 0.426 -0.333 0.408
C 0.815 -0.706 -0.992
C -0.303 -0.574 -2.036
N -0.760 -1.911 -2.635
H -0.155 2.645 3.767
H 1.197 2.448 2.597
H -1.283 0.928 2.568
H 0.237 1.815 0.400
H 0.418 -1.225 1.037
H 1.276 -1.694 -1.068
H 1.618 -0.050 -1.344
H -1.177 -0.084 -1.601
H -0.064 0.048 -2.899
H -0.206 -2.737 -2.389
H -1.724 -2.083 -2.339
H -0.804 -1.769 -3.648

***

# 5
ORCA calculation (wB97M-V/def2-TZVPD) on a cluster of 2 separate species, C5H12N2O in total.

Calculated values
Lowest unoccupied orbital energy: -2.32 eV
HOMO energy: -7.9 eV

Element x y z (Å)
N 2.024 1.395 0.460
C 1.535 0.091 0.588
C 1.334 -0.862 -0.403
N 0.448 -1.893 -0.013
C -0.755 -1.383 0.587
C -1.149 0.073 0.184
C -1.237 0.493 -1.282
O 1.597 -0.718 -1.583
H 1.543 1.767 -0.466
H 1.244 1.949 1.096
H 1.665 -0.186 1.665
H -0.287 2.026 1.835
H 0.312 -2.325 -0.947
H -0.513 -1.162 1.626
H -1.532 -2.129 0.521
H -2.107 0.294 0.701
H -0.396 0.815 0.535
H -1.432 1.593 -1.402
H -0.247 0.146 -1.796
H -2.046 0.016 -1.908

***

# 6
ORCA calculation (wB97M-V/def2-TZVPD) on a cluster of 2 separate species, C5H12N2O in total.

Calculated values
Lowest unoccupied orbital energy: 0.92 eV
HOMO energy: -9.0 eV
SMILES: C=NCON.C=CC

Element x y z (Å)
C -0.985 -1.029 0.153
N 0.050 -1.488 0.819
C 1.263 -1.008 0.468
O 1.558 -0.702 -0.896
N 1.956 -1.859 -1.642
H -0.904 -0.764 -0.901
H -1.968 -1.328 0.503
H 2.109 -1.483 0.972
H 1.103 0.208 0.861
H 2.819 -2.203 -1.218
H 1.240 -2.571 -1.491
C 0.316 1.463 0.965
C -1.011 1.128 0.701
C -1.709 1.648 -0.532
H 0.623 1.614 1.994
H 0.864 2.042 0.229
H -1.650 0.949 1.559
H -2.574 1.039 -0.800
H -2.071 2.666 -0.358
H -1.029 1.675 -1.385

***

# 7
ORCA calculation (wB97M-V/def2-TZVPD) on the molecule C5H12N2O.

Calculated values
Lowest unoccupied orbital energy: 1.00 eV
HOMO energy: -9.0 eV
SMILES: N/C=N/CCCCO

Element x y z (Å)
N 2.731 -0.528 2.372
C 1.897 -1.120 1.451
N 0.975 -0.507 0.838
C -0.123 -1.178 0.185
C -1.499 -0.496 0.261
C -1.457 0.912 -0.348
C -0.724 1.158 -1.693
O -1.598 1.594 -2.742
H 3.050 0.404 2.211
H 3.514 -1.093 2.652
H 2.001 -2.205 1.214
H 0.194 -1.205 -0.864
H -0.352 -2.271 0.410
H -1.865 -0.481 1.288
H -2.153 -1.104 -0.356
H -1.096 1.669 0.470
H -2.518 1.230 -0.667
H -0.166 2.101 -1.507
H -0.168 0.278 -2.075
H -2.505 1.492 -2.429

***

# 8
ORCA calculation (wB97M-V/def2-TZVPD) on the molecule C5H12N2O.

Calculated values
Lowest unoccupied orbital energy: 0.88 eV
HOMO energy: -9.5 eV
SMILES: CCC(=O)NCCN

Element x y z (Å)
C -2.073 1.721 -1.342
C -1.366 0.913 -0.260
C -1.105 -0.517 -0.687
O -1.612 -0.974 -1.703
N -0.317 -1.292 0.104
C 0.473 -0.832 1.242
C 1.779 -0.170 0.826
N 2.800 -1.208 0.609
H -2.271 2.709 -0.934
H -1.409 1.817 -2.203
H -2.989 1.225 -1.639
H -0.404 1.348 0.003
H -1.925 0.921 0.677
H -0.244 -2.267 -0.134
H -0.143 -0.168 1.841
H 0.729 -1.693 1.852
H 2.129 0.511 1.587
H 1.629 0.437 -0.074
H 2.598 -1.678 -0.267
H 3.722 -0.802 0.500

***

# 9
ORCA calculation (wB97M-V/def2-TZVPD) on a structure of composition C5H12N2O.

Calculated values
Lowest unoccupied orbital energy (spin up / spin down): -0.56 / -0.57 eV
HOMO energy (spin up / spin down): -8.7 / -8.7 eV

Element x y z (Å)
C -1.064 -1.975 0.484
C 2.177 -0.267 0.171
C 0.724 -0.524 -0.146
N -0.011 -1.055 0.860
H 0.535 -0.900 -1.160
H -1.631 -1.671 -0.403
H -1.752 -2.104 1.317
H -0.582 -2.934 0.257
H 2.279 0.145 1.177
H 2.755 -1.192 0.125
H 2.591 0.447 -0.544
C -1.232 1.225 -1.286
C -0.241 1.218 -0.159
O -1.137 0.695 1.146
N 0.518 2.224 0.045
H -0.567 0.792 1.924
H 1.067 2.169 0.899
H -0.695 1.188 -2.236
H -1.913 0.378 -1.235
H -1.822 2.141 -1.237

***

# 10
ORCA calculation (wB97M-V/def2-TZVPD) on a cluster of 2 separate species, C5H12N2O in total.

Calculated values
Lowest unoccupied orbital energy: 0.88 eV
HOMO energy: -8.8 eV
SMILES: C=C(C)N(C)N.C=O

Element x y z (Å)
C -1.732 -0.689 0.955
C -1.023 0.003 0.070
C -1.594 1.177 -0.664
N 0.334 -0.262 -0.228
C 0.858 -1.580 0.094
N 0.734 0.211 -1.491
H -1.363 -1.543 1.492
H -2.742 -0.399 1.178
H -1.712 0.933 -1.718
H -2.560 1.446 -0.249
H -0.920 2.027 -0.603
H 0.707 -1.806 1.146
H 0.375 -2.357 -0.510
H 1.930 -1.579 -0.106
H 0.916 -0.561 -2.127
H 1.609 0.740 -1.358
C 1.498 1.008 0.980
O 2.424 1.242 0.219
H 1.581 0.260 1.783
H 0.681 1.729 1.134

***

# 11
ORCA calculation (wB97M-V/def2-TZVPD) on the molecule C5H12N2O.

Calculated values
Lowest unoccupied orbital energy: 0.77 eV
HOMO energy: -7.6 eV
SMILES: C/C(=C(\N)O)[C@@H](C)N

Element x y z (Å)
C -0.622 -1.642 -0.448
C -0.371 -0.201 -0.082
C -1.343 0.744 -0.074
N -2.543 0.684 -0.727
O -1.211 1.963 0.547
C 0.997 0.160 0.480
C 2.066 -0.933 0.486
N 1.580 1.331 -0.178
H -1.667 -1.848 -0.696
H -0.009 -1.940 -1.303
H -0.380 -2.298 0.396
H -2.740 -0.192 -1.201
H -2.659 1.457 -1.377
H -2.083 2.116 0.948
H 0.720 0.485 1.530
H 3.004 -0.567 0.921
H 1.753 -1.797 1.079
H 2.292 -1.278 -0.530
H 0.867 2.066 -0.153
H 2.351 1.687 0.383

***

# 12
ORCA calculation (wB97M-V/def2-TZVPD) on a cluster of 2 separate species, C5H12N2O in total.

Calculated values
Lowest unoccupied orbital energy: 0.70 eV
HOMO energy: -9.8 eV
SMILES: NC(N)=O.C=CCC

Element x y z (Å)
N 1.392 -0.671 -0.804
C 1.050 -2.038 -0.935
N -0.031 -2.498 -0.080
O 1.617 -2.769 -1.689
H 1.604 -0.459 0.154
H 0.620 -0.062 -1.057
H -0.581 -3.124 -0.661
H 0.430 -3.188 0.529
C 0.500 3.051 0.220
C -0.685 2.455 0.209
C -1.023 1.221 1.000
C -2.377 1.364 1.684
H 0.710 3.943 -0.356
H 1.308 2.673 0.834
H -1.520 2.886 -0.331
H -1.107 0.407 0.274
H -0.247 0.953 1.717
H -3.154 1.493 0.921
H -2.681 0.517 2.294
H -2.470 2.270 2.288

***

What did we get for energy relative to the best compared isomer or geometry (same formula, charge and spin)? Answer: 136.59, 122.79, 211.30, 74.86, 722.54, 569.56, 251.07, 67.53, 525.28, 339.30, 178.10, 200.37 kJ/mol, in the order shown.